C29H28N4O3S | ωB97M-V/def2-TZVPD

Values from the calculation:
* structure (SMILES): CCc1ccc(NC(=O)CSc2nc(-c3ccc(C)cc3)nc3c2Cc2c(CO)cnc(C)c2O3)cc1
* E_tot: -1964.89874 Ha

Last column: Mulliken charge in e.
CARTESIAN COORDINATES (ANGSTROEM)
H -3.1021 0.4937 0.9413  0.457
C -1.3993 -0.5439 0.1752  0.723
N 1.1065 3.4337 6.8961  -0.686
C 0.2471 -0.9416 -3.3814  0.436
H 2.9656 3.1148 2.4936  0.671
H -1.7757 2.7141 5.8814  0.320
H 1.7912 -2.3988 -3.1081  0.524
C 0.1200 -3.2004 -4.1772  -0.911
H 3.4012 1.7026 -2.2627  0.391
O -0.0945 1.5941 4.0667  -0.556
H -1.7267 -3.0975 -7.3807  0.327
H 0.1012 -1.7978 -0.6876  0.554
C 0.7883 2.3247 4.8200  0.273
C 1.4890 1.5905 2.2550  0.728
H -0.4090 -4.2164 -7.0337  0.330
H -4.7292 -3.7059 -1.1358  0.390
H -2.0051 -4.8406 -7.4647  0.398
H 4.8189 3.0907 4.4724  0.305
N -0.6947 0.6330 2.1288  -0.664
C -1.8704 -2.4223 -1.2446  -0.796
H 1.7634 2.2654 -1.8340  0.341
H 2.8838 4.3776 7.1994  0.358
C -1.0156 -0.7034 -3.9178  -0.552
O 4.1597 4.8464 3.7720  -0.532
C -1.1442 -2.9751 -4.7068  0.770
H -1.5171 -3.2522 -1.8380  0.604
C -3.2340 -2.1822 -1.1413  0.978
C 0.3415 2.7193 6.0919  0.598
H 0.4025 0.9994 -2.8105  0.260
C 4.2160 3.9247 4.8419  -0.698
H -1.6297 -5.0323 -5.0167  0.420
C -2.7654 -0.3191 0.3165  -0.789
H -2.9509 -3.9064 -5.3645  0.357
H 4.7281 4.3687 5.7063  0.406
C 1.6261 1.2578 0.9090  -0.380
H -1.4654 0.2744 -3.8129  0.334
C -0.9573 -1.6063 -0.6056  -0.500
C -0.4201 0.2866 0.8789  -0.212
H -4.7281 -0.9337 -0.2520  0.421
C 2.5684 2.2551 3.0456  -0.583
C 2.0609 2.6842 4.3910  0.341
C -3.6683 -1.1231 -0.3492  -0.685
N 0.6888 0.6175 0.2268  -0.295
O 2.6255 -0.8994 -1.6561  -0.645
H -3.7274 -3.6770 -2.5904  0.215
C -1.4792 -4.0547 -6.9273  -1.251
C 2.3133 3.7902 6.4916  -0.732
C -1.6994 -1.7092 -4.5696  -0.693
C 2.8484 3.4475 5.2590  0.376
S 3.0935 1.6906 0.0563  -0.217
C 2.0192 0.0942 -1.9750  0.440
N 0.9035 0.1244 -2.7556  0.049
H -4.9829 -2.4520 -2.3441  0.367
C 2.5185 1.5010 -1.6532  -0.524
H -1.1837 2.7410 7.5600  0.374
H 0.5701 -4.1781 -4.2754  0.382
C -4.2236 -3.0553 -1.8496  -1.586
C 0.2474 1.2734 2.8052  0.516
C 0.8161 -2.2028 -3.5212  -0.224
H -2.6816 -1.5094 -4.9733  0.414
H -1.1137 1.2512 6.5903  0.317
C -1.8727 -4.0591 -5.4488  -1.185
H 3.4100 1.5619 3.1722  0.346
H 3.6535 5.6162 4.0541  0.332
C -1.0200 2.3353 6.5669  -1.251

***

C30H61N9O10 | ωB97M-V/def2-TZVPD

Values from the calculation:
* structure (SMILES): O=[N+]([O-])c1ccccc1.CN(C)C=O.CN(C)C=O.CN(C)C=O.CN(C)C=O.CN(C)C=O.CN(C)C=O.CN(C)C=O.CN(C)C=O
* E_tot: -2424.24299 Ha

Last column: Mulliken charge in e.
CARTESIAN COORDINATES (ANGSTROEM)
H -0.9626 -0.9280 3.8088  -0.166
O 0.2789 4.8544 -5.0889  -0.404
H 0.3604 7.2110 -1.9750  0.482
N -1.3340 3.2637 -5.3998  0.373
H 2.7567 -1.3815 3.1711  0.551
C -4.5132 -4.0292 0.7525  -0.898
H 3.1792 4.3804 -5.6446  0.236
N -2.0950 -5.4657 5.1670  0.255
N -4.9551 -2.7103 1.3469  0.168
H 0.5564 -3.3501 5.8750  0.438
C -0.8362 4.5331 -5.5031  -0.164
N 4.2460 3.1912 -3.9551  0.178
H -3.1973 3.7309 -5.8778  0.390
H -1.1648 -7.3113 5.9199  0.339
H -2.8099 -7.3641 5.0525  0.336
H -2.3071 -3.6186 6.5948  0.013
N 1.6025 -2.0948 -4.2703  0.145
C -1.3160 -0.5588 0.1699  -0.859
C -2.1094 -6.8151 5.7697  -1.005
H 6.3651 4.1323 -4.3309  0.267
C -2.5866 2.9104 -6.1062  -0.992
H 0.7910 5.7886 -0.6283  0.216
H 4.7893 -1.0845 -0.4044  0.380
N -0.7725 5.5688 -2.0236  0.294
H -1.8412 -0.9174 -0.6419  0.690
H -1.3418 -0.4231 7.3345  0.478
H 1.8885 -1.5767 1.7560  0.252
C 4.0151 2.4027 -2.8626  0.556
H 2.8890 -0.4653 -4.1139  0.206
H -0.1059 -3.3179 -3.7217  0.314
C 0.3315 0.4636 2.5125  -0.618
C 1.2310 -0.3303 7.4069  -1.040
H -0.9657 5.0031 0.2223  0.273
H -2.4540 -6.7765 6.8847  0.293
H -6.3602 -1.3019 0.4868  0.319
H 0.6347 6.4605 -3.3239  0.285
H -5.3570 -4.8465 1.0649  0.333
C 1.0075 -2.4635 6.3354  0.077
C -0.5730 -0.7358 2.6550  0.074
C -1.4391 -1.1543 1.6154  0.099
H -0.2023 2.7601 -3.7226  0.143
C 2.7043 -1.4916 -3.7457  0.277
H 5.3964 3.3241 -5.6417  0.445
H -1.5323 5.2418 -6.1639  0.192
O 3.9851 0.8578 3.1502  -0.654
H 6.2662 2.2426 -4.5420  0.239
H -2.8329 1.8752 -5.7727  0.246
C -0.2692 5.0943 -0.6681  -0.432
N 3.6541 -0.5925 1.3840  0.215
C -0.1631 0.4274 -0.1289  -0.227
H -3.6884 -4.7915 6.7023  0.372
C 1.0301 -3.3619 -3.9006  -0.963
H 2.9932 2.2972 -2.5792  -0.006
C -0.2169 6.7875 -2.6694  -1.026
C -0.6592 2.3794 -4.6036  -1.012
N 0.0858 0.7468 -1.4557  1.074
H 1.2480 -0.4613 8.5043  0.330
O -1.7385 -4.1231 3.4553  -0.554
H -4.9223 -4.1100 -0.3852  0.345
H 0.4531 -2.0123 -5.9113  0.438
H 3.4261 5.1386 -3.9551  0.296
H -5.0011 -1.6665 -0.6975  0.299
H 3.1412 -2.6908 2.1106  0.383
H -2.3886 3.0703 -7.1725  0.358
H -0.2318 4.0265 -0.8400  -0.010
H 0.8943 0.9919 3.2104  0.530
C 5.5840 3.2827 -4.6400  -1.002
C -3.0052 -4.4518 5.8396  -0.430
O -0.5575 0.3621 -2.4004  -0.578
H 2.4164 3.7136 -4.3535  -0.399
C 0.4639 1.0684 1.0879  -0.508
C 3.7460 -0.9277 -0.0515  -1.026
H 4.6631 0.9772 1.2376  0.612
C 2.9399 -1.6225 2.1456  -1.243
H -3.5203 -3.7621 5.2188  0.134
O 0.8910 1.7723 -1.6608  -0.471
C -4.8486 -2.5635 2.6299  0.234
O 4.7827 1.5651 -2.4463  -0.590
H -1.2298 1.6306 -4.3231  0.601
N 0.4182 -1.3989 6.8608  0.078
H 1.2687 1.8481 0.8894  0.384
H 0.1215 -0.6259 -4.6623  0.310
C -0.9588 -1.2982 6.9357  -1.093
O -2.4925 4.0515 -1.8630  -0.666
O -5.0491 -1.5380 3.2893  -0.648
H -3.3985 -4.2466 0.8633  0.277
H -2.7206 5.5905 -3.0586  0.429
C -1.9338 5.1058 -2.4468  -0.114
H -1.2041 -1.8846 7.7464  0.467
H 1.3241 -3.5343 -2.9046  0.380
O 3.4857 -2.0279 -2.9128  -0.640
H 1.3828 -0.5252 -5.8307  0.335
C 3.2444 4.1571 -4.4312  -0.113
H 0.1900 1.9123 -5.1454  0.205
O 2.2849 -2.5521 6.2469  -0.662
H 2.2122 -0.2152 6.9776  0.342
H 3.3503 -0.0534 -0.8581  0.024
C 0.7655 -1.2282 -5.2245  -1.025
H 0.7006 0.5708 7.1419  0.368
H -0.7312 -5.8681 3.5212  0.505
C -5.2081 -1.5386 0.5082  -0.863
H -1.2847 -1.5523 5.9547  0.227
H 1.1935 -4.2366 -4.5521  0.277
H -4.3591 -3.3279 3.3114  0.079
H 3.3498 -1.8143 -0.1999  0.618
H -2.1537 -1.8582 2.0144  0.443
C -1.4735 -5.2356 3.9836  -0.136
C 4.2262 0.4732 1.9562  -0.140
H -4.8241 -0.4931 0.8124  0.285
H -1.0084 7.4662 -3.1986  0.272

***

C4Cl3F2NS | ωB97M-V/def2-TZVPD

Values from the calculation:
* E_tot: -2185.49889 Ha

Last column: Mulliken charge in e.
CARTESIAN COORDINATES (ANGSTROEM)
C -0.0784 -0.0669 -0.2622  0.208
C -2.3638 -0.6226 -0.0075  0.470
F 2.3392 -0.7852 1.5733  -0.146
Cl -0.7419 2.5983 -0.6387  -0.182
N -2.2409 0.6580 -0.1730  -0.392
C -0.9321 0.9793 -0.3148  0.016
Cl 3.1922 -1.5683 -0.8583  -0.043
S -0.8841 -1.6131 -0.0930  -0.077
Cl -3.9628 -1.1419 0.2939  -0.146
F 3.4315 0.6574 0.4286  -0.165
C 2.7460 -0.4663 0.3254  0.457